(1)
Formula: C4H13N2O2
Source: OMol25
Level of theory: the ωB97M-V functional and the def2-TZVPD basis

```
21
C4H13N2O2 | OMol25 | the ωB97M-V functional and the def2-TZVPD basis
O -0.661 -0.542 -1.602
C 0.162 0.257 -1.169
N 1.279 0.582 -1.830
C 2.205 1.688 -1.511
C -0.136 0.807 0.200
N -0.747 -0.289 0.998
C 0.137 -0.854 2.051
H 1.272 0.304 -2.801
H 3.184 1.391 -1.853
H 1.813 2.588 -1.966
H 2.270 1.787 -0.427
H 0.629 1.315 0.768
H -0.894 1.587 0.121
H -1.238 -0.962 0.350
H -1.543 0.063 1.517
H -0.421 -1.669 2.518
H 0.287 -0.088 2.812
H 1.060 -1.163 1.602
H -2.469 -2.838 0.423
H -3.418 -2.027 -0.453
O -2.770 -1.937 0.252
```

Results
Total charge: +1

=====

(2)
Formula: C4H13N2O2
Source: OMol25
Level of theory: the ωB97M-V functional and the def2-TZVPD basis

```
21
C4H13N2O2 | OMol25 | the ωB97M-V functional and the def2-TZVPD basis
O 0.861 -0.359 -0.421
C 0.317 0.207 -1.354
C -0.600 1.291 -1.128
C -1.066 1.849 0.136
C -1.561 0.787 1.115
N -2.762 0.176 0.587
N 4.542 -0.373 0.808
H 0.599 -0.114 -2.362
H -1.044 1.795 -1.986
H -1.786 2.641 -0.095
H -0.233 2.365 0.645
H -1.796 1.127 2.129
H -0.812 -0.027 1.294
H -3.214 -0.405 1.282
H -2.535 -0.418 -0.213
H 3.581 -0.418 1.079
H 5.250 -0.021 1.415
H 4.763 -1.064 0.119
H 0.145 -1.940 -0.198
H -0.316 -3.400 0.042
O -0.594 -2.554 -0.297
```

Results
Total charge: +1

=====

(3)
Formula: C4H13N2OS
Source: OMol25
Level of theory: the ωB97M-V functional and the def2-TZVPD basis

```
21
C4H13N2OS | OMol25 | the ωB97M-V functional and the def2-TZVPD basis
C 1.055 -0.455 -0.957
N 0.181 -1.247 -0.179
C -1.235 -0.913 -0.529
C -1.619 0.379 0.198
S -3.359 0.790 -0.235
C 2.518 -0.543 -0.449
N 3.263 0.677 -0.208
H 0.863 0.628 -0.900
H 1.125 -0.726 -2.024
H 0.706 -0.462 1.187
H -1.557 -0.782 -1.562
H -1.917 -1.715 -0.186
H -1.731 0.465 1.260
H -0.923 1.044 -0.338
H 2.441 -1.098 0.476
H 3.056 -1.314 -1.022
H 1.942 0.471 1.309
H 3.526 1.203 -1.004
H 4.468 0.774 2.504
H 4.722 0.177 2.216
O 1.087 0.228 1.869
```

Results
Total charge: -1

=====

For each record above, in turn, the calculated total energy values are -419.9728; -419.7854; -742.8934 Eh.
For each record above, in turn, the calculated energy above the lowest of the compared OMol25 structures with the same formula, charge and spin values are 138.2; 630.1; 750.1 kJ/mol.